C4H8N2O2 | ωB97M-V/def2-TZVPD

The geometry in XYZ format:
```
16
C4H8N2O2 | the Open Molecules 2025 dataset | ωB97M-V/def2-TZVPD
C -0.95 -0.57 -1.13
C 1.09 0.03 0.23
C -0.19 -0.65 0.19
N 2.23 -0.51 -0.31
C -0.98 0.65 -0.24
O 1.39 0.87 1.25
O -0.60 -1.48 1.22
N -1.77 1.31 0.56
H 0.58 1.14 1.72
H -1.32 -1.02 1.68
H 3.02 0.10 -0.44
H 2.09 -1.20 -1.04
H -2.45 1.87 0.05
H -0.44 -0.55 -2.08
H -1.87 -1.14 -1.10
H 0.20 1.15 -0.59
```

Computed properties:
- ΔE to the lowest compared entry with this formula, charge and spin: 135.6 kcal/mol
- E_LUMO (spin up / spin down): 0.45 / 0.45 eV

---

C4H8N2O2 | ωB97M-V/def2-TZVPD

The geometry in XYZ format:
```
16
C4H8N2O2 | the Open Molecules 2025 dataset | ωB97M-V/def2-TZVPD
C -0.01 -0.31 -0.32
C -0.15 -1.75 0.08
N 0.01 0.69 0.74
N 0.55 0.09 -1.55
C -1.57 0.61 -0.06
C 1.24 1.39 0.93
O -2.43 0.42 0.79
O 1.79 2.16 0.18
H -0.36 0.43 1.66
H 1.56 -0.03 -1.59
H 0.03 0.73 -2.14
H -1.84 0.93 -1.08
H 1.74 1.10 1.87
H -1.06 -1.96 0.66
H -0.22 -2.38 -0.82
H 0.71 -2.11 0.65
```

Computed properties:
- ΔE to the lowest compared entry with this formula, charge and spin: 112.7 kcal/mol
- E_LUMO: 0.58 eV
- Structure (SMILES): C[C@@]1(N)[C@@H]([O-])[N@@H+]1C=O

---

C4H8N2O2 | ωB97M-V/def2-TZVPD

The geometry in XYZ format:
```
16
C4H8N2O2 | the Open Molecules 2025 dataset | ωB97M-V/def2-TZVPD
C -2.98 -1.09 -0.41
C -2.38 0.02 -0.03
C 1.94 -1.04 0.68
C 1.86 0.78 -0.78
N 1.51 0.06 0.31
N -1.44 0.83 0.37
O -0.84 1.70 -0.32
O -1.09 0.75 1.72
H -2.49 -1.82 -1.07
H -4.09 -1.12 -0.61
H 1.65 -1.47 1.56
H -0.21 1.04 1.70
H 2.62 -1.63 0.01
H 2.28 1.69 -0.40
H 2.71 0.30 -1.36
H 0.96 1.00 -1.36
```

Computed properties:
- ΔE to the lowest compared entry with this formula, charge and spin: 187.7 kcal/mol
- E_LUMO: 0.74 eV
- Structure (SMILES): C=C=[N+]([O-])O.C=NC

---

C4H8N2O3 | ωB97M-V/def2-TZVPD

The geometry in XYZ format:
```
17
C4H8N2O3 | the Open Molecules 2025 dataset | ωB97M-V/def2-TZVPD
C 1.18 -0.59 0.48
C -0.19 -0.09 -1.80
C -0.41 1.12 1.32
N -0.09 -0.17 0.74
N -1.54 0.10 -1.27
C -0.89 -0.77 -0.38
O 1.39 -1.84 0.33
O 2.23 0.14 0.86
O -1.02 -2.04 -0.29
H 0.31 -2.33 0.02
H 1.99 1.07 0.96
H -1.75 1.03 -0.94
H 0.47 0.78 -1.82
H -0.14 -0.74 -2.66
H -1.49 1.14 1.48
H 0.11 1.23 2.28
H -0.15 1.96 0.67
```

Computed properties:
- ΔE to the lowest compared entry with this formula, charge and spin: 102.6 kcal/mol
- E_LUMO: 0.11 eV